Entry 1:
3 unconnected molecules or ions with the total composition C5H17N4O. Source: the Open Molecules 2025 dataset; level of theory: ωB97M-V/def2-TZVPD.

```
27
Properties=species:S:1:pos:R:3
O 2.82 -1.41 0.68
N 2.72 0.92 0.88
N 0.27 1.15 -0.20
N -1.19 -1.76 0.80
N 0.66 -0.13 -0.62
C -1.50 2.57 0.64
C 0.73 -0.22 -2.09
C -0.70 -3.03 0.58
C -1.15 1.53 -0.36
C 2.85 -0.27 0.84
H 0.09 -3.37 1.31
H 0.47 1.18 0.79
H -0.23 -3.08 -0.37
H -1.45 3.61 0.28
H -1.75 0.63 -0.12
H 1.24 -1.06 -2.45
H 3.17 1.63 1.31
H -1.47 -3.78 0.81
H -2.43 2.44 1.25
H -0.13 -0.11 -2.56
H -1.21 -1.47 1.80
H 1.02 1.77 -0.76
H -1.44 1.80 -1.48
H -0.61 2.48 1.28
H 1.41 0.55 -2.40
H 0.04 -0.90 -0.30
H -2.21 -1.67 0.45
```

Calculated values
Orbital gap (eV): 10.30
Net charge: +1
Spin multiplicity: 1

Entry 2:
10 unconnected molecules or ions with the total composition CH22O10. Source: the Open Molecules 2025 dataset; level of theory: ωB97M-V/def2-TZVPD.

```
33
Properties=species:S:1:pos:R:3
O 1.15 0.31 -2.11
O 3.12 -1.47 -0.44
O 1.69 0.52 1.54
O -0.59 0.33 -0.21
O -3.25 2.72 0.87
O 0.57 -3.39 -1.67
O 0.33 -1.92 0.89
O -0.11 3.04 -1.72
O -0.46 2.55 1.66
O -3.27 0.84 -0.97
C 0.62 -2.94 1.80
H -0.27 -3.84 -1.58
H 2.18 -1.54 -0.63
H 2.10 0.37 -2.26
H 0.28 -3.87 1.35
H -0.06 0.55 -0.98
H 1.18 -0.27 1.36
H 1.69 -3.04 1.98
H -0.23 -0.45 0.23
H -3.21 0.81 -1.93
H -0.25 3.48 1.71
H 0.06 -2.87 2.73
H -2.32 2.59 0.73
H 0.85 -0.32 -2.76
H 0.69 -2.94 -0.84
H -0.16 3.17 -2.67
H -0.14 2.18 2.49
H -3.81 0.09 -0.75
H -3.67 2.01 0.39
H -0.58 1.09 0.37
H 1.88 0.47 2.48
H 0.82 2.92 -1.54
H 3.16 -1.20 0.47
```

Calculated values
Expectation value of S²: 0.754
Orbital gap (alpha / beta) (eV): 9.86 / 5.54
Net charge: +1
Spin multiplicity: 2

Entry 3:
A single C2H6N4OS molecule. Source: the Open Molecules 2025 dataset; level of theory: ωB97M-V/def2-TZVPD.

```
14
Properties=species:S:1:pos:R:3
S 2.52 -1.55 -0.17
O -0.01 -1.21 0.30
N -1.10 -0.33 0.49
N 1.19 0.76 0.05
N 2.32 1.54 -0.15
N -3.30 -0.25 -0.35
C -2.07 -0.52 -0.48
C 1.18 -0.59 0.05
H -1.70 -0.95 -1.42
H 2.71 1.24 -1.06
H 0.26 1.20 0.20
H 3.05 1.22 0.55
H -3.62 0.07 0.56
H -1.43 -0.62 1.42
```

Calculated values
Orbital gap (eV): 9.50
Spin multiplicity: 1
SMILES string: [H]/N=C\NOC(=S)NN

Entry 4:
12 unconnected molecules or ions with the total composition C6H38N2O11. Source: the Open Molecules 2025 dataset; level of theory: ωB97M-V/def2-TZVPD.

```
57
Properties=species:S:1:pos:R:3
O -0.37 1.31 -2.36
O -0.64 -0.67 4.12
O 2.25 1.15 -3.10
O -0.49 3.85 -0.06
O -1.37 -1.11 -3.06
O 1.00 1.54 3.17
O 1.79 2.75 -1.21
O -3.07 -1.28 2.90
O 3.07 1.64 0.98
O -3.93 -1.20 0.37
O -2.86 2.40 -1.25
N 0.48 -3.25 -1.88
N 2.63 -2.32 -0.98
C 1.73 -2.54 -2.10
C 1.40 -1.34 1.09
C -0.13 -1.30 0.90
C -1.27 1.04 0.90
C -0.74 -0.16 0.07
C 2.31 -1.17 -0.14
H 2.81 1.45 -2.37
H 2.61 -3.13 -0.40
H 0.47 0.69 3.22
H -3.03 2.92 -2.03
H 1.63 -2.32 1.53
H 0.32 3.59 -0.54
H -2.69 3.09 -0.62
H 2.27 -3.15 -2.82
H -4.84 -1.11 0.06
H 1.98 2.26 -0.36
H 3.23 -0.73 0.23
H 1.58 -1.61 -2.65
H -0.65 0.43 -2.74
H -3.57 -0.35 0.03
H -1.01 1.52 -1.67
H 0.61 -4.19 -1.54
H 2.73 1.41 1.87
H 0.14 0.21 -0.44
H -1.96 1.63 0.30
H -1.40 -0.49 -0.73
H -1.84 0.70 1.77
H 1.92 -0.33 -0.71
H 0.99 1.74 4.12
H -0.49 -2.28 0.63
H -1.60 -1.38 -3.96
H -0.39 1.59 1.11
H -0.18 -1.43 4.51
H -3.77 -0.72 3.23
H -0.87 -1.88 -2.70
H 1.45 1.99 -1.74
H -0.12 -2.82 -1.19
H -1.34 -1.01 3.53
H 1.67 -0.61 1.84
H 3.94 2.02 1.06
H -3.05 -1.21 1.97
H -0.51 -1.24 1.92
H -0.17 3.94 0.85
H 1.35 1.48 -2.92
```

Calculated values
Orbital gap (eV): 8.98
Spin multiplicity: 1
SMILES string: CCCCCNCN.O.O.O.O.O.O.O.O.O.O.O

Entry 5:
A molecular structure, C27H21F6N6O10RhS2Sb. Source: the Open Molecules 2025 dataset; level of theory: ωB97M-V/def2-TZVPD.

```
74
Properties=species:S:1:pos:R:3
Sb 2.09 1.85 1.95
Rh -0.06 -0.02 -0.04
S -3.19 -0.68 -0.91
S -1.58 -0.60 -3.11
F -5.21 -0.08 0.56
F -1.28 -3.08 -2.34
F -5.62 0.00 -1.57
F -4.47 1.58 -0.63
F -2.51 -2.83 -4.11
F -0.36 -2.60 -4.25
O -3.42 -5.37 0.62
O -0.50 -0.38 -2.13
O 1.58 -8.75 -0.60
O -1.47 0.08 -4.34
O -3.42 -2.03 -0.53
O 2.14 -2.70 0.77
O 0.05 -1.96 0.33
O -3.04 -7.32 -0.22
O 3.11 -7.24 -0.82
O -2.21 0.11 -0.11
N -2.69 -6.22 0.15
N -0.28 -0.06 2.08
N 2.00 -0.14 -0.39
N 1.97 -7.60 -0.59
N -0.02 2.21 -0.28
N -3.00 -0.45 -2.46
C 0.98 -2.88 0.45
C 1.82 -1.74 -2.31
C -0.76 3.00 -1.10
C -1.63 2.46 -2.18
C 0.78 2.85 0.62
C 3.97 -1.13 -1.30
C -4.74 0.27 -0.63
C -1.43 -2.41 -3.49
C -0.70 4.39 -1.01
C 2.81 0.49 0.51
C 0.85 4.22 0.74
C 0.62 0.67 4.19
C -1.17 -0.85 2.75
C 4.78 -0.48 -0.41
C -0.87 -4.59 0.23
C 0.60 0.66 2.82
C -0.29 -0.12 4.88
C -2.20 -1.68 2.08
C 0.48 -4.27 0.20
C 1.42 -5.27 -0.06
C -1.16 -0.88 4.15
C 4.17 0.34 0.53
C -0.36 -6.90 -0.24
C 0.09 5.02 -0.09
C -1.25 -5.89 0.04
C 2.59 -0.97 -1.29
C 0.98 -6.55 -0.29
H 2.43 -2.56 -2.68
H -1.31 4.97 -1.69
H 0.90 -2.14 -1.91
H 5.85 -0.61 -0.43
H 1.56 -1.09 -3.15
H 1.34 1.28 4.72
H -0.68 -7.92 -0.39
H 2.48 -5.04 -0.06
H -1.03 2.20 -3.05
H -1.61 -3.83 0.41
H -2.37 -2.60 2.65
H -2.14 1.59 -1.84
H 0.12 6.10 -0.02
H -1.88 -1.52 4.64
H -2.36 3.20 -2.47
H 4.77 0.87 1.26
H -3.15 -1.14 2.06
H 4.40 -1.80 -2.04
H -1.94 -1.93 1.07
H -0.31 -0.14 5.96
H 1.51 4.66 1.48
```

Calculated values
Orbital gap (eV): 8.01
Net charge: +1
Spin multiplicity: 1

Entry 6:
2 unconnected molecules or ions with the total composition C4H11NS. Source: the Open Molecules 2025 dataset; level of theory: ωB97M-V/def2-TZVPD.

```
17
Properties=species:S:1:pos:R:3
S 0.52 -0.63 2.28
N -2.12 0.28 -1.70
C 0.02 1.29 -0.38
C 0.18 -0.03 -0.76
C -1.47 0.26 -0.41
C 2.23 -0.97 1.87
H 2.88 -1.37 2.65
H 0.51 -0.86 -0.14
H 0.14 -0.27 -1.82
H 2.40 -1.69 1.05
H 2.77 -0.05 1.59
H -1.51 -0.71 0.11
H 0.31 1.52 0.64
H 0.21 2.07 -1.11
H -2.05 0.92 0.23
H -2.04 -0.56 -2.24
H -2.96 0.79 -1.87
```

Calculated values
Orbital gap (eV): 5.77
Spin multiplicity: 1